Entry 1:
{"formula": "C6H9N", "method": "the ωB97M-V functional and the def2-TZVPD basis", "symbols": ["C", "C", "C", "C", "C", "C", "N", "H", "H", "H", "H", "H", "H", "H", "H", "H"], "positions_angstrom": [[1.338, -0.883, 0.773], [1.272, 0.101, -0.372], [0.342, -0.081, -1.523], [-2.075, 0.002, 0.845], [0.100, 1.050, -0.543], [-1.075, 0.895, 0.302], [-1.964, 1.518, 0.934], [0.358, -1.323, 0.980], [2.031, -1.698, 0.539], [1.687, -0.392, 1.688], [2.227, 0.560, -0.622], [0.666, 0.174, -2.526], [-2.865, -0.394, 0.205], [-0.368, -0.903, -1.466], [-1.884, -0.569, 1.754], [0.320, 2.069, -0.850]], "smiles": "C[C@H]1C[C@H]1C1=NC1", "e_tot_ha": -288.6836}

---

Entry 2:
{"formula": "C30H32ClN6NiO2S2", "method": "the ωB97M-V functional and the def2-TZVPD basis", "symbols": ["Ni", "S", "C", "N", "C", "C", "N", "C", "C", "C", "C", "C", "C", "C", "C", "S", "C", "C", "C", "C", "C", "C", "C", "H", "H", "H", "H", "H", "H", "H", "H", "H", "H", "H", "H", "H", "H", "H", "H", "H", "H", "Cl", "C", "C", "C", "C", "O", "C", "C", "O", "C", "H", "H", "H", "H", "C", "C", "C", "C", "N", "C", "N", "N", "N", "H", "H", "H", "H", "H", "H", "H", "H", "H", "H"], "positions_angstrom": [[1.175, 0.772, 0.794], [-0.117, -1.223, 0.514], [-1.569, -0.607, -0.034], [-2.728, -1.220, 0.115], [-3.944, -0.715, -0.527], [-3.577, -0.165, -1.876], [-2.549, 0.863, -1.695], [-2.692, 2.057, -2.549], [-3.895, 2.868, -2.141], [-4.959, 3.035, -3.018], [-6.076, 3.767, -2.636], [-6.133, 4.330, -1.371], [-5.072, 4.165, -0.489], [-3.956, 3.439, -0.872], [-1.606, 0.732, -0.783], [-0.493, 1.926, -0.422], [-2.897, -2.463, 0.889], [-3.175, -3.633, -0.020], [-2.245, -4.005, -0.989], [-2.512, -5.067, -1.836], [-3.705, -5.770, -1.720], [-4.632, -5.407, -0.756], [-4.367, -4.337, 0.090], [-4.406, 0.049, 0.103], [-4.630, -1.554, -0.632], [-4.439, 0.313, -2.339], [-3.205, -0.950, -2.539], [-2.800, 1.696, -3.574], [-1.768, 2.626, -2.481], [-4.912, 2.600, -4.010], [-6.898, 3.898, -3.327], [-7.001, 4.902, -1.073], [-5.112, 4.612, 0.495], [-3.122, 3.327, -0.188], [-3.738, -2.297, 1.566], [-2.000, -2.606, 1.486], [-1.308, -3.468, -1.071], [-1.785, -5.356, -2.584], [-3.909, -6.604, -2.379], [-5.561, -5.953, -0.661], [-5.091, -4.055, 0.846], [3.591, 5.941, 5.243], [3.170, 4.849, 3.960], [3.736, 5.037, 2.683], [3.431, 4.200, 1.649], [2.534, 3.108, 1.817], [2.289, 2.349, 0.806], [1.967, 2.934, 3.112], [1.044, 1.900, 3.435], [0.594, 1.016, 2.686], [2.304, 3.822, 4.168], [4.420, 5.862, 2.532], [3.861, 4.347, 0.668], [0.686, 1.883, 4.473], [1.860, 3.673, 5.144], [6.376, -3.241, 0.983], [6.739, -2.381, -0.223], [6.099, -2.906, -1.501], [6.423, -0.906, 0.014], [4.994, -0.650, 0.237], [4.281, -0.673, 1.364], [3.031, -0.422, 1.064], [3.008, -0.239, -0.275], [4.170, -0.374, -0.782], [6.733, -4.261, 0.842], [5.293, -3.299, 1.119], [6.821, -2.862, 1.906], [7.827, -2.404, -0.342], [5.009, -2.889, -1.435], [6.401, -3.937, -1.680], [6.388, -2.313, -2.370], [6.699, -0.292, -0.841], [6.942, -0.526, 0.894], [4.686, -0.867, 2.342]], "multiplicity": 3, "e_tot_ha": -4406.1265, "charge": 1}

---

Entry 3:
{"formula": "C2BrClN2S", "method": "the ωB97M-V functional and the def2-TZVPD basis", "symbols": ["C", "C", "N", "N", "S", "Cl", "Br"], "positions_angstrom": [[0.241, -0.773, -0.084], [-0.615, 0.443, -0.101], [1.498, -0.465, 0.047], [0.053, 1.521, 0.031], [1.618, 1.134, 0.051], [-0.339, -2.286, 0.051], [-2.457, 0.426, 0.005]], "e_tot_ha": -3618.1069}